Record 1
7 unconnected molecules or ions with the total composition C42H104F6N7O10S2 in a non-equilibrium geometry, computed with the ωB97M-V functional and the def2-TZVPD basis.

Its charge is +5. The calculated total energy is -4192.0036 Eh. Its HOMO energy is -15.211 eV.

Cartesian coordinates (Å):
C1 0.70841 1.63539 0.76740
F1 -0.57470 1.28891 0.55611
F2 1.44086 1.38318 -0.33016
F3 0.83457 2.93543 1.05664
S1 1.35431 0.56897 2.20761
O1 1.61018 -0.74374 1.58618
O2 2.54593 1.25214 2.68509
N1 0.07777 0.70289 3.38002
S2 0.00868 -0.65618 3.98791
O3 -0.63201 -1.71562 3.20487
O4 1.21696 -1.02966 4.65144
C2 -1.21873 -0.34851 5.52741
F4 -2.53708 -0.22589 5.22238
F5 -1.11389 -1.31713 6.41376
F6 -0.85420 0.81818 6.07062
C3 9.81794 3.72591 -7.62849
C4 8.64484 4.36988 -8.30516
N2 7.24736 4.09572 -7.68005
C5 6.17578 4.86532 -8.50288
C6 6.96070 2.54212 -7.78190
C7 6.98301 2.02757 -9.20662
C8 7.28301 4.51074 -6.17589
C9 5.97038 4.37203 -5.41309
O5 5.07896 5.40399 -5.95278
C10 3.82169 5.31300 -5.28855
H1 9.70358 2.65342 -7.47107
H2 9.97206 4.14703 -6.63501
H3 10.76018 3.84899 -8.16248
H4 8.55683 4.09187 -9.35543
H5 8.69315 5.45857 -8.32812
H6 6.58330 4.77944 -9.51018
H7 6.25914 5.92599 -8.26598
H8 5.21526 4.36280 -8.38894
H9 5.93858 2.49671 -7.40602
H10 7.63926 1.94490 -7.17282
H11 7.82153 2.23243 -9.87222
H12 6.07036 2.30117 -9.73607
H13 7.06118 0.94045 -9.21972
H14 7.69259 5.52085 -6.17292
H15 8.02295 3.90056 -5.65792
H16 6.01915 4.53301 -4.33615
H17 5.64139 3.33775 -5.51377
H18 3.86496 5.32155 -4.19945
H19 3.24068 4.41163 -5.48365
H20 3.26842 6.20347 -5.58696
C11 6.00626 1.53313 6.91507
C12 7.21336 0.90211 7.63076
N3 8.42882 0.49543 6.67957
C13 7.89861 -0.69404 5.78787
C14 8.97741 1.55669 5.68924
C15 9.36690 2.91997 6.29513
C16 9.71644 0.10200 7.44272
C17 9.54880 -1.05294 8.45257
O6 9.26002 -2.30541 7.93575
C18 10.33043 -2.90714 7.24529
H21 6.26200 2.26357 6.14750
H22 5.30267 1.97665 7.61959
H23 5.41626 0.89010 6.26199
H24 7.03202 -0.00473 8.20770
H25 7.73246 1.61432 8.27217
H26 7.56243 -1.54884 6.37472
H27 8.74340 -0.96418 5.15427
H28 7.06261 -0.33207 5.18939
H29 8.16365 1.73195 4.98555
H30 9.78992 1.19935 5.05660
H31 10.13960 2.85399 7.06108
H32 8.53965 3.51703 6.67890
H33 9.70393 3.68159 5.59195
H34 10.09337 0.94513 8.02165
H35 10.60196 -0.07370 6.83191
H36 8.84033 -0.90852 9.26824
H37 10.52920 -1.07889 8.92824
H38 10.42275 -2.39391 6.28812
H39 10.36543 -3.99356 7.16433
H40 11.24670 -2.74656 7.81342
C19 -5.72082 1.28425 -8.40427
C20 -6.57410 1.77446 -7.12561
N4 -6.02340 1.29615 -5.72559
C21 -4.67401 1.97587 -5.43714
C22 -6.96994 1.53345 -4.52832
C23 -7.91756 2.84447 -4.63378
C24 -5.81099 -0.26573 -5.79718
C25 -5.07180 -0.95899 -4.64027
O7 -5.48825 -0.65945 -3.33312
C26 -4.69907 -1.22487 -2.28677
H41 -5.74315 0.19639 -8.46876
H42 -4.74474 1.76878 -8.42890
H43 -6.15410 1.76472 -9.28149
H44 -7.45237 1.13012 -7.08591
H45 -6.75439 2.84945 -7.12660
H46 -4.36258 1.64448 -4.44654
H47 -4.93701 3.03303 -5.40067
H48 -3.98660 1.61683 -6.20309
H49 -6.34066 1.66155 -3.64758
H50 -7.63343 0.68151 -4.37969
H51 -8.36307 3.02440 -5.61218
H52 -7.22435 3.65698 -4.41615
H53 -8.63495 2.78392 -3.81537
H54 -5.23710 -0.63183 -6.64849
H55 -6.74232 -0.79867 -5.98877
H56 -3.98944 -0.83109 -4.65617
H57 -5.13611 -2.04561 -4.69714
H58 -5.16274 -1.01883 -1.32207
H59 -3.69574 -0.80248 -2.34174
H60 -4.46716 -2.28222 -2.41458
C27 -11.95859 -4.53580 4.09187
C28 -10.51041 -5.08673 3.99575
N5 -9.79676 -4.98280 2.57237
C29 -9.61127 -3.47369 2.15779
C30 -8.36844 -5.69170 2.68014
C31 -7.29797 -4.99289 3.52445
C32 -10.53577 -5.89153 1.50948
C33 -10.39744 -5.43474 0.09943
O8 -9.09453 -5.75292 -0.31784
C34 -8.88609 -5.49226 -1.70329
H61 -12.65816 -5.30669 3.76872
H62 -11.97375 -3.58857 3.55277
H63 -12.28890 -4.24999 5.09052
H64 -10.47135 -6.11495 4.35538
H65 -9.90947 -4.45941 4.65412
H66 -9.02121 -3.37679 1.24645
H67 -9.17649 -2.89571 2.97327
H68 -10.56677 -2.98046 1.97933
H69 -8.08174 -5.86495 1.64289
H70 -8.66229 -6.66494 3.07327
H71 -6.98400 -4.04264 3.09254
H72 -6.41397 -5.61138 3.67973
H73 -7.60977 -4.81415 4.55350
H74 -11.58991 -5.83884 1.78175
H75 -10.28694 -6.93846 1.68300
H76 -10.54762 -4.36114 -0.01427
H77 -11.08848 -5.98013 -0.54331
H78 -7.81521 -5.67379 -1.79481
H79 -9.17241 -4.47508 -1.97060
H80 -9.42660 -6.26710 -2.24695
C35 4.71436 -5.61477 -3.91560
C36 3.80122 -5.13224 -2.74269
C37 2.54662 -6.00721 -2.47678
O9 1.76106 -5.44612 -1.43144
C38 0.73693 -6.23322 -0.84120
N6 4.59452 -5.13675 -1.41920
H81 5.41484 -4.58515 -1.62635
H82 4.03616 -4.73500 -0.67965
H83 4.98650 -6.01090 -1.09932
H84 4.09700 -5.63667 -4.81364
H85 5.23549 -6.56276 -3.78196
H86 5.47282 -4.85254 -4.09403
H87 3.59142 -4.06418 -2.80054
H88 2.90072 -6.99500 -2.18186
H89 1.98686 -6.31849 -3.35874
H90 0.11758 -5.64876 -0.16083
H91 1.20748 -7.10714 -0.39070
H92 0.02764 -6.63452 -1.56506
C39 -3.72479 4.77030 3.53681
C40 -3.19168 5.60015 4.72622
C41 -4.09371 5.61369 6.00936
O10 -3.27351 6.22781 7.05359
C42 -3.85205 6.10489 8.31196
N7 -1.85225 5.03973 5.19146
H93 -1.06831 5.62695 4.94506
H94 -1.83249 5.07112 6.20078
H95 -1.62030 4.10385 4.89074
H96 -3.66176 3.70263 3.74703
H97 -3.11267 4.85745 2.63914
H98 -4.74469 4.96302 3.20399
H99 -3.04336 6.65359 4.48879
H100 -4.31639 4.62360 6.40714
H101 -5.03067 6.08404 5.71109
H102 -4.93711 6.15495 8.22121
H103 -3.51701 6.89497 8.98399
H104 -3.61475 5.10285 8.66932

Atomic forces in eV per Å
C 0.1 -0.8 0.9
F 0.6 0.7 -0.3
F -0.5 0.1 0.5
F -0.5 -0.4 -0.2
S 1.3 -0.4 0.4
O -1.2 2.1 0.9
O -1.3 -0.1 -0.4
N 2.0 3.4 -4.5
S -2.7 -5.9 2.8
O 0.2 1.3 0.8
O 0.8 -0.3 0.6
C 0.3 0.3 -1.7
F 0.6 -0.1 -0.3
F 0.3 0.0 -0.1
F 0.1 0.2 0.5
C 0.1 -0.3 1.0
C -1.0 0.7 -0.4
N 0.5 -1.3 0.8
C 2.1 -0.7 0.0
C -0.2 1.3 -0.6
C -0.3 -0.5 -0.7
C 0.3 -0.1 -0.2
C -0.3 1.5 -1.4
O 0.2 -2.2 1.2
C -0.5 0.8 0.0
H -0.1 -0.1 -0.2
H 0.1 0.1 0.0
H -0.3 0.2 -0.3
H 0.0 -0.2 0.2
H 0.3 0.1 0.2
H -0.6 -0.2 -0.2
H -0.5 -0.3 0.4
H 0.1 0.5 0.1
H 0.2 -0.4 0.1
H 0.0 0.6 0.3
H 0.2 0.7 0.4
H 0.1 -0.1 -0.1
H -0.5 -0.1 0.4
H -0.4 0.1 0.0
H 0.0 -0.2 -0.4
H 0.7 0.2 0.0
H -0.7 0.0 -0.3
H 0.7 0.3 0.2
H 0.1 -0.2 -0.7
H -0.1 -0.2 -0.1
C 0.1 -0.4 -0.9
C 1.8 0.7 -0.9
N 0.7 -1.0 -1.4
C 0.8 1.0 0.5
C -1.6 1.6 -0.2
C -0.2 0.3 0.5
C -1.1 -0.6 1.6
C 0.7 0.2 0.1
O -0.9 -1.2 -0.2
C 1.2 0.7 0.2
H 0.5 0.6 0.6
H 0.3 0.0 0.1
H 0.0 -0.8 0.6
H -0.3 0.1 -0.2
H -0.5 0.2 0.2
H 0.3 0.3 0.3
H -0.2 -0.1 0.0
H 0.2 0.2 0.1
H -0.1 0.0 0.0
H 0.1 -0.7 0.6
H -0.1 0.0 0.0
H -0.4 -0.7 0.6
H 0.5 -0.8 -0.7
H -0.7 0.3 0.1
H -0.7 -0.4 -0.9
H -0.2 0.5 -0.3
H 0.3 0.0 0.3
H 0.3 -0.5 -0.4
H -1.2 0.1 -0.1
H 0.3 0.4 0.0
C -0.8 1.5 1.7
C 0.7 -2.4 -0.2
N 1.3 -1.3 -0.1
C -1.6 -0.9 0.2
C -1.7 1.8 -0.6
C 2.3 -1.1 0.1
C 0.2 -0.5 0.5
C 0.8 -0.3 1.3
O -1.1 0.6 0.6
C 0.8 0.2 -0.8
H 0.3 0.3 -0.3
H 0.4 -0.6 0.4
H -0.6 -0.4 0.0
H -0.7 0.9 -0.7
H 0.0 -0.3 0.3
H 0.1 0.0 -0.1
H 0.6 0.0 -0.3
H 0.0 0.6 0.1
H -0.1 -0.3 -0.2
H 0.5 -0.2 -0.3
H -0.2 -0.3 0.3
H -0.4 0.4 -0.1
H -0.1 0.0 -0.3
H 0.3 1.0 -0.3
H -0.6 0.8 0.4
H 0.3 0.7 -0.5
H -0.5 -0.3 -1.0
H 0.0 0.0 -0.3
H 0.1 0.5 0.3
H -0.7 -0.4 -0.1
C 0.8 -0.3 -0.7
C -0.1 1.0 0.0
N 0.7 -0.2 0.2
C -0.7 -1.0 0.3
C -0.8 0.3 0.3
C -0.6 0.1 0.2
C -1.3 1.3 1.6
C 0.9 -0.5 -0.4
O 0.3 0.5 0.1
C 0.5 -0.9 0.9
H -0.2 0.5 -0.4
H -0.6 -0.2 -0.4
H 0.6 -0.3 0.3
H 0.3 0.0 -0.4
H 0.3 -0.2 -0.2
H 0.1 -0.4 0.2
H 0.3 -0.6 0.1
H -0.2 -0.5 -0.1
H 0.1 0.3 0.1
H 0.3 0.0 0.2
H 0.0 -0.1 0.0
H -0.1 -0.2 -0.6
H -0.3 0.1 -0.1
H -0.1 0.3 0.0
H 0.6 0.2 -0.1
H -0.4 0.1 0.0
H -0.5 0.0 0.1
H -0.1 0.3 -0.6
H 0.0 0.0 -0.2
H -0.1 0.3 -0.5
C -0.6 1.0 0.6
C -0.2 -1.3 0.3
C 0.0 -0.6 0.6
O 0.7 1.1 -0.7
C 0.0 -1.0 -0.6
N 0.4 0.1 -1.0
H 0.3 0.7 0.4
H -0.3 0.3 0.4
H -0.3 -0.9 -0.1
H 0.1 -0.2 0.0
H -0.4 -0.1 0.2
H 0.1 0.0 0.0
H -0.4 -0.1 -0.5
H 0.5 -0.3 0.5
H -0.2 0.9 -0.4
H 0.7 0.2 0.2
H -0.2 0.0 0.5
H 0.1 0.1 -0.5
C 0.6 -0.3 0.0
C -1.1 -0.5 0.7
C 1.7 -0.3 0.1
O -0.4 0.5 -2.9
C -0.9 -0.6 0.8
N 0.2 0.5 -0.3
H 0.3 0.3 -0.5
H -0.3 0.0 0.9
H -0.2 -0.6 -0.3
H -0.2 -0.1 0.4
H 0.2 0.5 0.1
H 0.0 0.4 0.5
H 0.3 -0.1 -0.2
H -0.2 -0.4 -0.5
H 0.0 0.6 0.6
H -0.1 0.2 0.2
H 0.2 -0.2 -0.2
H 0.0 0.0 0.6

***

Record 2
A gas-phase ion, C4H10N2 (charge +1) in a non-equilibrium geometry, computed with the ωB97M-V functional and the def2-TZVPD basis.

Its spin multiplicity is 2. Its charge is +1. The calculated total energy is -267.5820 Eh. Its HOMO energy (spin up / spin down) is -15.203 / -15.197 eV. The calculation puts the energy above the lowest of the compared OMol25 structures with the same formula, charge and spin at 175.2 kJ/mol.

Cartesian coordinates (Å):
C1 1.36822 2.45410 0.15744
C2 0.33981 1.54246 0.80118
C3 0.29517 0.19800 0.08529
N1 -0.61056 -2.11221 -1.28244
C4 -1.04198 -1.77298 -0.07677
N2 -0.68957 -0.68496 0.60487
H1 2.40208 2.12857 0.33700
H2 1.31618 3.49871 0.45238
H3 1.30556 2.42688 -0.93243
H4 -0.62956 2.04575 0.66531
H5 0.38208 1.53956 1.88916
H6 0.17049 0.42491 -0.98069
H7 1.30660 -0.24196 0.21456
H8 -1.14192 -2.82039 -1.78570
H9 0.10299 -1.64003 -1.82720
H10 -1.66453 -2.54585 0.36322

Atomic forces in eV per Å
C 1.1 -0.3 -0.3
C -1.3 1.3 -0.2
C 0.8 0.7 1.1
N -0.7 0.1 0.0
C 1.0 -0.9 -0.7
N -0.2 0.1 -0.2
H -0.2 0.0 0.3
H -0.3 -0.1 0.2
H -0.3 0.1 -0.1
H 0.0 -0.3 -0.3
H 0.6 -0.7 0.0
H -0.1 -0.4 -0.2
H -0.2 -0.3 -0.2
H 0.4 -0.1 0.2
H -0.1 0.3 0.2
H -0.4 0.5 0.3